No. 1
A structure of composition C31H49IrNO2P2S2 in a non-equilibrium geometry. Source: OMol25; level of theory: ωB97M-V/def2-TZVPD.

<S²>: 6.031
energy above the lowest of the compared OMol25 structures with the same formula, charge and spin: 144.1 kJ/mol
multiplicity: 5
maximum force: 4.86 eV Å⁻¹
E_HOMO (alpha / beta): -9.3 / -10.5 eV
total energy: -2998.777112 Ha
gap between HOMO and LUMO (alpha / beta): 6.63 / 4.75 eV
charge: +1

Each line ends with the Mulliken charge.
Cartesian coordinates (Å):
H 0.17 -4.20 -1.82  0.5991
C -2.13 -0.50 0.20  -0.9117
N 2.58 0.03 3.55  -0.5120
C 0.34 0.38 7.74  -0.4586
C -2.24 1.66 -0.61  -0.1375
C 1.15 -1.39 -4.53  -1.7732
C -2.81 0.85 -1.60  0.5183
C -0.22 -3.42 -1.16  -0.8215
C -2.16 3.14 -0.65  -1.9451
H 2.93 -0.56 -3.62  0.4642
O 3.22 2.23 4.66  -0.6120
H 2.36 -2.71 1.59  0.3562
H 0.14 0.65 8.78  0.3834
H -1.93 -1.41 2.13  0.0349
C 1.20 0.23 -2.69  0.4123
H -4.61 1.69 -2.43  0.4258
C 1.57 0.74 7.16  -0.6913
H 3.38 0.08 -0.07  0.0913
H 1.80 -2.26 -4.64  0.3862
H -1.57 2.37 1.99  0.4233
H -0.89 -2.78 -1.77  -0.3229
C -2.45 -1.58 1.17  -1.1594
C 3.24 0.82 0.73  -0.7055
H -2.92 1.23 2.36  0.3613
C 0.85 -0.32 5.09  0.3630
C 0.09 1.15 -2.86  1.2206
C -1.91 1.33 1.92  -1.3510
H 2.19 -2.40 -2.58  -0.0459
C -1.94 0.84 0.52  2.0727
C -0.11 -1.73 -3.76  -0.6086
H -3.55 -1.58 1.33  0.4054
H 0.90 -1.16 -5.57  0.4740
P 1.60 1.59 0.47  1.3624
S 3.20 0.80 4.87  1.0946
H -3.58 -2.51 -0.97  0.5048
H 2.35 1.29 7.70  0.4349
H -1.58 -0.59 7.46  0.3931
H 0.49 3.39 1.67  0.3898
C -0.62 -0.33 7.00  -0.7246
H -4.61 -1.32 -1.79  0.3201
H 2.26 -4.23 0.63  0.5858
H -0.28 -2.80 -3.59  0.9223
C -1.31 -0.95 -3.99  0.2235
C 1.80 0.37 5.85  -0.0285
C -3.63 1.30 -2.73  -1.8675
C -0.45 1.49 -4.23  -1.4943
H -2.14 -2.58 0.84  0.1757
H 3.03 -3.47 -1.40  0.6719
H -2.27 0.62 -5.05  0.5231
C 1.93 -0.23 -3.90  -1.3705
H 0.84 2.00 2.72  0.1064
H -3.81 0.49 -3.43  0.3878
Ir -0.69 -0.64 -2.16  -0.8481
H -2.25 -1.53 -4.03  0.6488
P 1.10 -2.39 -0.41  1.6521
H 2.20 2.49 -1.73  0.3899
H -1.09 -1.23 5.06  0.4042
O 4.40 0.17 5.36  -0.6440
H 2.12 0.60 -4.61  0.4246
H 3.18 -1.69 -1.31  0.1113
H 0.39 1.81 -4.88  0.4558
H 4.03 1.57 0.72  0.5596
H 1.85 0.48 -1.84  -0.6244
H 2.78 3.60 -0.44  0.5232
C 1.33 -0.42 3.71  0.1372
H 3.21 0.30 1.69  0.1083
H -1.21 0.73 2.53  -0.1025
H 1.02 3.50 -0.90  0.2617
H -1.12 2.37 -4.14  0.3775
S 0.46 -0.92 2.37  0.1081
C -1.24 0.30 -4.85  -1.5451
C 2.50 -2.52 -1.55  -0.9995
C 1.71 -3.36 1.00  -1.4043
H -0.80 0.01 -5.81  0.6254
C -2.55 -0.59 -1.26  2.2444
H -3.13 2.12 -3.26  0.3619
H 2.18 3.11 2.32  0.5797
H -3.25 -2.04 -2.63  0.3120
C 1.96 2.94 -0.75  -1.2884
H 0.88 -3.65 1.64  0.3818
H -1.45 3.52 0.08  0.3191
H -0.85 -3.84 -0.37  0.4379
H -3.13 3.60 -0.45  0.3958
C -3.57 -1.66 -1.66  -1.4739
C -0.37 -0.68 5.67  -0.4108
H -1.83 3.47 -1.64  0.3499
H 0.10 2.00 -2.15  -0.1239
C 1.26 2.65 1.94  -1.2523

=====

No. 2
An isolated molecule of C6H12O. Source: OMol25; level of theory: ωB97M-V/def2-TZVPD.

energy above the lowest of the compared OMol25 structures with the same formula, charge and spin: 122.1 kJ/mol
maximum force: 0.72 eV Å⁻¹
E_HOMO: -9.6 eV
total energy: -311.012777 Ha
gap between HOMO and LUMO: 10.56 eV

Each line ends with the Mulliken charge.
Cartesian coordinates (Å):
H -1.87 0.43 -2.10  0.3406
C -0.51 0.08 1.11  -0.9979
H -0.74 1.43 -1.18  0.2890
H 1.50 0.10 1.91  0.2835
C -0.47 -1.42 -0.62  -0.2211
H 1.97 0.33 -1.12  0.3045
C -1.37 -0.34 -0.12  0.6067
H 2.36 -1.11 -0.16  0.3410
H -2.47 1.43 -0.76  0.3784
H 3.02 0.46 0.29  0.3943
H -0.39 -2.27 0.09  0.3863
H 1.12 1.49 0.91  0.2665
C 1.05 0.40 0.95  -0.3356
H -2.33 -0.79 0.20  0.3433
H -0.69 -0.67 1.89  0.4277
C -1.63 0.80 -1.10  -1.4141
C 2.12 -0.04 -0.10  -1.2559
H -0.92 1.02 1.50  0.3504
O 0.24 -1.32 -1.59  -0.4876

=====

No. 3
A cluster of 2 separate species, C4H12 in total in a non-equilibrium geometry. Source: OMol25; level of theory: ωB97M-V/def2-TZVPD.

energy above the lowest of the compared OMol25 structures with the same formula, charge and spin: 15.6 kJ/mol
maximum force: 1.36 eV Å⁻¹
E_HOMO: -11.7 eV
total energy: -159.579015 Ha
gap between HOMO and LUMO: 12.85 eV

Each line ends with the Mulliken charge.
Cartesian coordinates (Å):
C 1.97 -0.96 -0.16  -0.7163
H 2.13 -0.98 2.01  0.2741
H 1.79 -1.70 -0.95  0.2672
H -3.31 1.01 -0.44  0.2839
H -2.32 1.81 0.81  0.2674
C 1.60 -1.48 1.21  -0.7470
H -0.93 0.48 -1.55  0.2331
H 0.53 -1.40 1.43  0.2058
H -0.38 1.82 -0.57  0.2024
C -1.27 1.38 -1.06  -0.7427
H 3.05 -0.74 -0.23  0.2943
C -2.32 1.07 0.02  -0.8126
H 1.80 -2.55 1.30  0.2674
H -2.11 0.11 0.53  0.2351
H -1.66 2.12 -1.74  0.3369
H 1.52 -0.03 -0.52  0.1510

=====

No. 4
An isolated molecule of C3H2N2 in a non-equilibrium geometry. Source: OMol25; level of theory: ωB97M-V/def2-TZVPD.

energy above the lowest of the compared OMol25 structures with the same formula, charge and spin: 177.0 kJ/mol
maximum force: 6.07 eV Å⁻¹
E_HOMO: -9.9 eV
total energy: -224.929769 Ha
gap between HOMO and LUMO: 9.71 eV

Each line ends with the Mulliken charge.
Cartesian coordinates (Å):
C -2.08 0.07 -0.09  0.5033
H 2.11 0.30 0.88  0.2740
N -0.97 -0.62 -0.03  -0.4241
C 1.58 0.06 0.00  -0.8841
N -3.06 0.68 0.04  -0.3837
H 2.18 -0.22 -0.76  0.2931
C 0.24 -0.26 -0.04  0.6215

=====

No. 5
An isolated molecule of C6H10O in a non-equilibrium geometry. Source: OMol25; level of theory: ωB97M-V/def2-TZVPD.

energy above the lowest of the compared OMol25 structures with the same formula, charge and spin: 111.1 kJ/mol
maximum force: 2.64 eV Å⁻¹
E_HOMO: -9.7 eV
total energy: -309.800048 Ha
gap between HOMO and LUMO: 10.69 eV

Each line ends with the Mulliken charge.
Cartesian coordinates (Å):
H 0.42 -1.43 0.41  0.1843
C -2.08 -0.33 0.12  -1.4050
C -0.10 1.32 0.58  -0.6740
H -1.58 1.45 -1.05  0.3868
H -2.45 -0.94 -0.72  0.3130
H 2.70 -1.78 0.49  0.3487
C -1.14 0.75 -0.36  0.0254
H 0.95 -1.46 -1.24  0.3668
H 0.54 2.29 0.52  0.2645
H -0.03 0.91 1.59  0.2711
O 3.05 0.19 0.09  -0.4828
C 0.93 -0.83 -0.34  -0.6650
H -2.95 0.12 0.61  0.3785
C 0.31 0.49 -0.60  0.0542
H 0.76 1.04 -1.43  0.3987
H -1.62 -1.01 0.85  0.2876
C 2.34 -0.79 0.13  -0.0527

=====

No. 6
A structure of composition C22H12BF4N4O2PtS2 in a non-equilibrium geometry. Source: OMol25; level of theory: ωB97M-V/def2-TZVPD.

energy above the lowest of the compared OMol25 structures with the same formula, charge and spin: 219.0 kJ/mol
maximum force: 2.48 eV Å⁻¹
E_HOMO (alpha / beta): -5.6 / -5.8 eV
total energy: -2555.362070 Ha
gap between HOMO and LUMO (alpha / beta): 5.03 / 6.19 eV
charge: -1

Each line ends with the Mulliken charge.
Cartesian coordinates (Å):
B -3.24 1.71 -1.00  0.3461
C 3.61 -0.29 -3.29  -0.3901
N 2.55 -0.89 -0.73  -1.1555
H 1.78 -1.45 6.11  0.3912
H 3.58 0.12 -6.65  0.3837
Pt -0.09 0.32 -0.01  1.8071
C 1.02 6.75 -2.20  -0.2049
H -0.70 -1.23 5.98  0.3605
H 5.04 0.49 -4.69  0.3719
C 0.42 3.25 -1.04  0.5433
C 2.34 -0.83 -3.12  0.3963
H 4.22 -0.10 -2.41  0.4127
C 2.02 -1.21 3.99  -0.7750
C 3.24 -0.17 -5.66  -0.3320
C 0.00 -0.90 2.67  0.7235
O 0.46 -1.10 -1.66  -0.8617
C 4.06 0.05 -4.56  -0.6056
C 1.99 -0.73 -5.50  -0.6349
N 1.77 -0.77 0.40  0.5449
C 0.68 4.37 -1.87  -0.9451
C -0.10 -1.17 5.08  -0.4721
C 0.21 3.43 0.34  1.0337
C 0.22 4.75 0.86  -1.0806
C 0.45 7.15 0.60  -0.1966
C 0.46 5.82 0.04  0.4841
C 0.71 5.63 -1.35  0.3920
F -3.85 1.17 -2.12  -0.3519
C 1.29 -1.29 5.15  -0.6338
H 0.54 -1.46 -4.08  0.4209
H 3.28 -1.32 1.63  0.4093
C 1.74 -0.97 -1.76  0.7159
C 1.40 -1.01 2.75  0.6498
F -2.39 2.78 -1.34  -0.3181
C -0.73 -0.98 3.87  -0.5374
H -1.81 -0.89 3.79  0.4391
H 1.35 -0.90 -6.36  0.3760
H 0.85 4.21 -2.93  0.5043
F -2.41 0.67 -0.39  -0.4662
H 3.10 -1.30 4.02  0.3381
O -0.69 -0.78 1.55  -0.6805
N 0.45 8.21 1.05  -0.5384
F -4.16 2.11 -0.04  -0.3539
H 0.03 4.91 1.91  0.4955
S 0.37 1.72 -1.74  -0.2891
S -0.02 2.13 1.40  -0.5136
C 2.23 -1.03 1.56  -0.3780
N 1.27 7.65 -2.86  -0.5385
C 1.53 -1.06 -4.23  -0.2863